(1)
A 12-piece molecular cluster, C47H67N5O13 overall. Source: OMol25; level of theory: the ωB97M-V functional and the def2-TZVPD basis.

Last column: Mulliken charge in e.
Positions of all 132 atoms, in Å:
O -8.44 24.41 1.28  -0.536
C -9.26 24.86 2.00  0.482
O -8.97 25.80 2.94  -0.379
C -10.01 26.02 3.89  -0.354
C -11.29 25.51 3.11  -0.496
C -10.74 24.59 2.08  -0.306
H -10.06 27.07 4.17  0.280
H -9.67 25.40 4.73  0.239
H -11.77 26.34 2.60  0.237
H -12.09 25.08 3.69  0.321
H -11.28 24.80 1.16  0.248
H -10.87 23.54 2.34  0.263
O -21.88 22.25 11.22  -0.611
C -22.81 23.00 10.95  0.540
O -24.08 22.56 10.98  -0.341
C -25.08 23.58 11.05  -0.374
C -24.34 24.76 10.44  -0.544
C -22.87 24.51 10.85  -0.407
H -25.36 23.81 12.08  0.281
H -25.91 23.47 10.35  0.319
H -24.69 25.74 10.75  0.336
H -24.51 24.54 9.38  0.258
H -22.64 24.86 11.86  0.235
H -22.13 24.97 10.20  0.307
O -17.93 15.18 13.64  -0.591
C -17.02 15.90 14.06  0.520
O -15.71 15.53 14.03  -0.317
C -14.88 16.56 14.51  -0.410
C -15.71 17.84 14.39  -0.475
C -17.14 17.34 14.57  -0.428
H -13.95 16.60 13.96  0.294
H -14.55 16.40 15.53  0.257
H -15.63 18.05 13.32  0.260
H -15.43 18.62 15.10  0.338
H -17.95 17.93 14.13  0.307
H -17.28 17.30 15.65  0.244
O -21.79 24.21 4.08  -0.599
C -21.62 24.04 2.90  0.497
O -21.45 25.08 2.09  -0.347
C -21.37 24.64 0.74  -0.395
C -21.92 23.26 0.74  -0.381
C -21.71 22.77 2.10  -0.380
H -20.36 24.68 0.33  0.251
H -22.00 25.28 0.12  0.297
H -21.32 22.63 0.08  0.251
H -22.95 23.33 0.38  0.270
H -20.82 22.16 2.24  0.256
H -22.50 22.10 2.45  0.274
O -16.88 26.73 10.19  -0.605
C -16.58 25.88 9.38  0.523
O -15.71 24.85 9.63  -0.354
C -15.58 24.01 8.56  -0.400
C -16.65 24.37 7.57  -0.450
C -16.95 25.77 7.91  -0.363
H -15.73 23.02 9.00  0.288
H -14.57 24.16 8.19  0.258
H -17.48 23.71 7.81  0.229
H -16.46 24.16 6.52  0.336
H -18.01 25.97 7.76  0.266
H -16.43 26.54 7.33  0.270
O -22.80 31.63 9.39  -0.574
C -23.53 31.42 10.33  0.476
O -24.89 31.40 10.21  -0.371
C -25.53 31.22 11.52  -0.321
C -24.44 30.73 12.42  -0.456
C -23.16 31.11 11.76  -0.292
H -26.31 30.47 11.37  0.250
H -26.04 32.11 11.89  0.256
H -24.33 29.67 12.67  0.247
H -24.56 31.26 13.37  0.279
H -22.39 30.34 11.79  0.306
H -22.80 32.02 12.24  0.199
N -17.43 32.73 13.23  -0.023
C -17.35 34.02 12.71  -0.647
C -17.74 34.89 13.68  -0.307
C -18.19 34.13 14.79  -0.347
C -17.98 32.79 14.50  -0.348
H -17.08 31.91 12.77  0.196
H -16.94 34.21 11.73  0.364
H -17.76 35.97 13.75  0.375
H -18.65 34.43 15.72  0.378
H -18.25 31.85 14.96  0.361
N -9.62 20.15 14.81  -0.004
C -9.98 20.98 13.82  -0.354
C -9.75 20.34 12.65  -0.381
C -9.22 19.13 12.98  -0.371
C -9.13 19.00 14.32  -0.610
H -9.64 20.44 15.78  0.201
H -10.38 21.96 14.04  0.369
H -9.88 20.83 11.70  0.380
H -8.91 18.46 12.19  0.386
H -8.79 18.27 15.03  0.387
N -9.49 28.75 9.97  -0.015
C -10.87 28.59 9.79  -0.566
C -11.35 29.61 9.02  -0.334
C -10.32 30.55 8.95  -0.368
C -9.19 29.94 9.39  -0.464
H -8.83 28.18 10.47  0.205
H -11.41 27.75 10.20  0.397
H -12.32 29.70 8.57  0.410
H -10.40 31.55 8.53  0.375
H -8.17 30.30 9.32  0.360
N -15.73 31.31 3.37  -0.014
C -14.94 32.28 3.96  -0.525
C -15.49 32.61 5.19  -0.310
C -16.61 31.81 5.40  -0.367
C -16.73 30.97 4.29  -0.474
H -15.48 30.94 2.47  0.201
H -14.10 32.77 3.48  0.352
H -15.16 33.38 5.87  0.380
H -17.20 31.82 6.31  0.384
H -17.28 30.08 4.03  0.375
N -16.67 20.65 -0.67  0.008
C -16.30 21.70 0.12  -0.403
C -16.29 22.87 -0.52  -0.330
C -16.64 22.56 -1.80  -0.477
C -16.93 21.21 -1.87  -0.577
H -16.79 19.67 -0.47  0.194
H -16.01 21.45 1.13  0.396
H -15.96 23.78 -0.02  0.411
H -16.64 23.23 -2.65  0.395
H -17.29 20.57 -2.65  0.389
C -18.69 17.46 6.80  -0.971
C -19.10 16.02 7.06  0.800
O -20.29 15.73 6.99  -0.546
C -18.01 15.07 7.58  -1.091
H -18.29 17.49 5.79  0.262
H -17.88 17.77 7.46  0.310
H -19.56 18.11 6.90  0.308
H -17.42 14.75 6.72  0.283
H -18.37 14.17 8.08  0.327
H -17.36 15.46 8.36  0.318

Summary:
molar mass	910.07	g mol⁻¹
net charge	0
E_tot	-83889.313	eV
SMILES string	c1cc[nH]c1.c1cc[nH]c1.c1cc[nH]c1.c1cc[nH]c1.c1cc[nH]c1.O=C1CCCO1.O=C1CCCO1.O=C1CCCO1.O=C1CCCO1.O=C1CCCO1.O=C1CCCO1.CC(C)=O



(2)
A 5-piece molecular cluster, C47H70BN7O19P overall. Source: OMol25; level of theory: the ωB97M-V functional and the def2-TZVPD basis.

Last column: Mulliken charge in e.
Positions of all 145 atoms, in Å:
C -2.49 0.59 -2.54  -1.784
C -3.15 -0.74 -2.16  0.405
P -2.04 -2.24 -1.94  -0.291
C -0.39 -1.46 -2.22  -0.703
C -2.06 -2.72 -0.07  3.233
C -0.67 -3.32 0.25  -2.387
C -0.31 -4.72 -0.29  -1.595
C 0.03 -4.87 -1.77  -0.065
C 0.40 -6.32 -2.11  -0.434
N -0.27 -6.78 -3.33  -0.623
C -2.34 -1.53 0.89  -2.600
B -1.74 -0.06 0.64  -0.151
O -2.63 1.00 0.42  -0.554
N -0.34 0.13 0.65  0.363
C 0.34 -0.41 1.85  -1.043
C 0.08 1.53 0.39  -1.535
N -3.86 -1.47 1.01  0.248
C -4.51 -2.80 0.64  0.451
C -5.70 -2.56 -0.35  -2.190
N -5.48 -2.58 -1.78  0.301
C -6.20 -3.61 -2.51  -1.116
C -5.18 -3.30 1.94  -1.456
C -6.37 -2.50 2.43  0.313
C -6.10 -1.18 3.13  -1.288
N -7.57 -2.86 2.33  -0.693
C -3.28 -3.71 0.23  -0.153
N -3.62 -4.41 -0.97  -0.245
O -3.03 -4.78 1.17  -0.438
C -2.44 -4.73 2.47  -0.507
C -1.38 -5.81 2.64  -0.849
N -1.48 -6.39 3.98  -0.379
C -0.21 -6.79 4.58  -1.298
C 0.32 -5.81 5.62  0.665
C 1.78 -6.08 5.98  -1.232
O -0.57 -5.95 6.73  -0.570
H -3.25 1.37 -2.57  0.438
H -2.05 0.53 -3.54  0.496
H -1.71 0.90 -1.86  0.154
H -3.81 -0.59 -1.30  -0.197
H -3.81 -1.04 -2.98  0.800
H 0.40 -2.17 -2.01  0.171
H -0.38 -1.24 -3.29  0.559
H -0.17 -0.54 -1.69  -0.036
H 0.10 -2.61 -0.06  1.336
H -0.58 -3.38 1.33  0.713
H 0.57 -5.04 0.27  0.651
H -1.10 -5.43 -0.04  0.161
H -0.82 -4.57 -2.39  0.133
H 0.88 -4.22 -2.01  0.227
H 0.08 -6.96 -1.27  0.195
H 1.48 -6.42 -2.19  0.331
H -0.66 -6.01 -3.86  0.245
H 0.34 -7.30 -3.94  0.254
H -2.02 -1.79 1.91  0.402
H -3.24 1.19 1.13  0.281
H 1.19 0.23 2.08  0.459
H -0.30 -0.43 2.74  0.359
H 0.72 -1.42 1.68  0.192
H 1.15 1.52 0.21  0.474
H -0.14 2.17 1.25  0.868
H -0.43 1.90 -0.49  -0.004
H -4.06 -1.29 1.99  0.446
H -4.27 -0.67 0.53  1.013
H -6.11 -1.58 -0.07  0.187
H -6.45 -3.30 -0.08  0.519
H -5.70 -1.68 -2.18  0.444
H -7.28 -3.44 -2.56  0.351
H -5.82 -3.66 -3.53  0.327
H -6.02 -4.59 -2.07  0.376
H -4.43 -3.32 2.73  0.731
H -5.49 -4.33 1.78  0.698
H -6.94 -0.97 3.80  0.488
H -5.18 -1.19 3.71  0.352
H -6.08 -0.36 2.41  0.249
H -7.66 -3.76 1.87  0.307
H -4.52 -4.86 -0.87  0.370
H -2.96 -5.18 -1.06  0.375
H -2.03 -3.75 2.71  0.306
H -3.22 -4.94 3.22  0.751
H -1.52 -6.57 1.87  0.150
H -0.38 -5.38 2.49  0.401
H -1.93 -5.73 4.60  0.256
H -0.36 -7.74 5.10  0.493
H 0.55 -6.96 3.81  0.479
H 0.21 -4.78 5.25  0.162
H 2.08 -7.09 5.70  0.315
H 2.45 -5.37 5.50  0.329
H 1.93 -5.99 7.06  0.346
H -0.22 -5.43 7.47  0.332
C -2.13 7.44 2.20  -1.022
C -1.94 6.20 1.73  0.255
C -0.64 5.45 1.91  0.869
O -0.59 4.33 1.43  -0.413
C 0.45 6.09 2.60  -0.960
C 0.28 7.34 3.07  0.275
C -1.04 8.08 2.91  1.168
O -1.08 9.20 3.39  -0.622
O 1.20 8.03 3.70  -0.622
O -2.85 5.51 1.06  -0.609
H -3.05 7.98 2.08  0.462
H 1.38 5.55 2.70  0.468
H 0.79 8.89 3.94  0.384
H -2.42 4.66 0.83  0.320
C 3.23 3.90 -3.08  -0.949
C 1.96 3.50 -2.94  0.293
C 1.45 2.19 -3.52  1.039
O 0.28 1.92 -3.30  -0.502
C 2.36 1.36 -4.27  -1.003
C 3.64 1.77 -4.42  0.241
C 4.15 3.07 -3.82  1.143
O 5.32 3.33 -4.00  -0.689
O 4.55 1.10 -5.08  -0.594
O 1.03 4.17 -2.28  -0.639
H 3.59 4.83 -2.67  0.484
H 1.99 0.44 -4.69  0.518
H 5.38 1.60 -5.00  0.353
H 0.21 3.64 -2.36  0.311
C 2.76 10.41 -2.26  -1.116
C 2.82 11.39 -1.34  0.311
C 2.63 11.13 0.14  1.104
O 2.73 12.09 0.88  -0.622
C 2.34 9.78 0.57  -0.921
C 2.27 8.81 -0.35  0.161
C 2.49 9.06 -1.82  1.063
O 2.42 8.09 -2.55  -0.582
O 2.02 7.53 -0.07  -0.433
O 3.06 12.66 -1.63  -0.559
H 2.90 10.59 -3.32  0.438
H 2.20 9.59 1.63  0.567
H 2.04 7.07 -0.94  0.239
H 3.06 13.14 -0.77  0.383
C 10.04 1.21 -2.22  -1.000
C 8.80 1.48 -2.65  0.385
C 7.83 0.38 -3.05  0.949
O 6.72 0.75 -3.39  -0.496
C 8.26 -0.99 -3.00  -1.178
C 9.51 -1.26 -2.58  0.410
C 10.47 -0.17 -2.15  1.082
O 11.57 -0.54 -1.77  -0.618
O 10.02 -2.47 -2.49  -0.574
O 8.30 2.69 -2.75  -0.562
H 10.74 1.98 -1.93  0.446
H 7.57 -1.77 -3.30  0.446
H 10.93 -2.36 -2.15  0.378
H 7.38 2.61 -3.09  0.333

Summary:
molar mass	1078.89	g mol⁻¹
net charge	+1
E_tot	-109164.626	eV